No. 1
CH5NO4Sn | the ωB97M-V functional and the def2-TZVPD basis

Geometry as XYZ:
```
12
Properties=species:S:1:pos:R:3:forces:R:3:lowdin_charge:R:1
C 2.265210 0.538100 0.276491 1.030 -0.767 -0.142 0.04
Sn -2.368892 -0.475433 -0.378982 -0.347 0.283 -0.747 0.91
N 1.290764 0.224465 1.288028 -1.186 0.843 1.987 -0.46
O 0.228046 -0.202861 0.926837 -0.555 -0.472 -0.308 -0.10
H -5.430185 1.644726 -0.460573 0.743 -0.413 0.089 -0.16
H 0.025685 -3.008031 -2.212030 -0.608 0.510 0.358 -0.18
O -4.464586 1.541662 -0.353228 0.508 -0.717 -0.078 -0.70
H 3.091267 1.023607 0.796139 -0.239 0.396 -0.493 0.10
O 1.552378 0.466223 2.464562 0.373 -0.201 -0.464 0.04
O -0.537615 -2.325771 -1.797602 -0.179 0.388 0.288 -0.71
H 2.602223 -0.459413 -0.005432 0.083 0.121 -0.609 0.11
H 1.745706 1.032727 -0.544211 0.377 0.028 0.120 0.11
```
Forces are in eV/Å.

Values from the calculation:
**Kohn-Sham gap (alpha / beta)**: 5.467 / 6.405 eV
**E_HOMO (alpha / beta)**: -3.01 / -3.96 eV
**2S+1**: 2
**Calculated total energy**: -16623.8216 eV
**Charge**: -1

=====

No. 2
C63H67AsF6Ge2N2S4Zn | the ωB97M-V functional and the def2-TZVPD basis

Geometry as XYZ:
```
146
Properties=species:S:1:pos:R:3:forces:R:3:lowdin_charge:R:1
F -3.154116 1.335723 -0.997395 0.041 0.037 0.104 -0.21
C 2.966867 0.035212 0.264167 -0.018 -0.010 0.034 -0.19
C -4.486983 -4.655499 1.064121 0.020 -0.063 -0.022 -0.20
H -2.830491 -8.139101 1.190996 0.019 -0.027 0.003 0.12
C -3.118792 -4.757904 1.385407 0.061 0.027 0.090 -0.18
C -4.246962 -3.563000 6.584457 -0.013 -0.037 0.027 -0.02
C -1.537506 -3.832793 7.112470 0.000 -0.041 -0.017 -0.25
C 2.656913 1.873038 3.552893 -0.040 0.006 -0.001 -0.05
H 0.448815 1.809062 -6.145091 -0.003 0.011 -0.019 0.07
H -5.416502 -3.188837 -2.455535 0.023 0.066 -0.055 0.07
C -2.532188 -0.582572 -2.990291 -0.150 -0.180 0.025 -0.19
F -1.817538 3.384883 -0.821279 -0.079 -0.122 0.107 -0.24
C -4.030595 -1.084521 6.274789 -0.015 0.030 0.007 -0.03
H -4.646735 -4.467766 -1.510204 0.052 0.021 -0.024 0.07
H -7.745238 0.741626 1.329026 -0.006 0.016 0.012 0.08
Ge -1.951045 -3.229573 1.931807 0.036 0.133 -0.011 0.13
H -1.029538 -2.869465 -2.443017 -0.037 -0.040 0.017 0.06
N -0.348618 -0.139664 -2.073575 0.370 0.120 0.128 0.06
C -3.522834 -0.329422 -3.924750 -0.004 0.006 -0.011 -0.04
H -2.055114 2.182588 -5.630395 -0.002 0.019 -0.030 0.11
C -3.734128 -4.826498 6.857903 0.017 0.031 0.009 -0.27
H -0.093802 3.410480 2.364125 -0.006 -0.020 -0.009 0.11
H 2.984519 -7.563937 3.993091 0.007 -0.009 0.018 0.07
C -3.308016 -7.168067 1.147633 0.011 -0.008 -0.032 -0.04
S 0.671266 -0.772144 2.552956 0.153 -0.227 -0.110 0.40
C -1.916210 -6.787971 4.192028 0.003 -0.024 -0.001 -0.06
H -2.090405 -7.836893 4.444551 -0.031 -0.046 -0.007 0.09
C -2.382780 -4.937581 7.135955 -0.055 0.048 0.044 -0.04
H 0.885740 1.846719 7.293398 0.009 0.019 0.002 0.12
C 0.294867 0.945451 7.187831 0.013 -0.036 0.003 -0.03
C -1.571847 2.100316 4.171319 -0.008 0.082 0.107 -0.02
C -0.973999 -0.839869 8.130519 0.001 0.018 0.013 -0.03
C -4.650700 -7.060292 0.847257 0.000 -0.020 0.009 -0.06
C 0.038003 2.067754 -4.031202 0.041 0.030 0.035 -0.20
F -4.186439 3.374060 -0.025192 0.179 -0.113 0.023 -0.24
H -2.051041 1.206646 3.760095 -0.035 0.039 -0.026 0.04
Zn -0.170994 -0.230751 0.117092 -0.114 -0.147 0.136 0.40
C -6.531116 -0.904546 0.661289 0.008 -0.074 0.003 -0.25
C -5.229072 -5.807136 0.814952 -0.015 0.009 0.012 -0.04
H 0.582205 2.039985 -3.086338 -0.022 -0.021 -0.019 0.11
H -1.962969 -5.912352 7.360529 0.006 -0.036 0.016 0.12
C -0.225232 0.310243 8.300163 -0.005 -0.019 -0.033 -0.06
C -0.107796 -6.327665 0.861082 0.052 0.010 0.050 -0.21
S -0.359105 -2.604736 0.521381 -0.033 -0.114 0.075 0.27
H -4.072327 -6.940931 7.065142 0.007 -0.022 0.007 0.07
C 3.327503 -0.537169 -1.868754 0.004 -0.013 0.012 -0.05
H -2.528713 -3.315245 -3.270536 -0.035 -0.026 -0.045 0.08
C 0.470940 -6.954952 3.500592 0.013 -0.012 -0.019 -0.03
C -3.351114 0.645482 -4.896135 0.061 0.021 0.057 -0.08
C -0.080262 2.036627 3.993914 0.003 0.030 -0.018 -0.23
C 1.888261 2.696709 2.742660 -0.043 0.014 0.038 -0.27
H 3.489135 -6.194916 3.002502 0.009 0.022 0.004 0.08
C -2.540305 -6.040259 1.428674 -0.032 -0.060 0.008 -0.22
C -1.335660 0.127127 -3.051907 -0.091 0.074 0.047 -0.18
C -1.158258 1.146000 -3.994207 0.020 0.082 -0.038 -0.16
H -0.742322 -5.082268 -0.767008 -0.030 0.077 -0.035 0.02
H -2.861686 -6.357236 3.868647 -0.016 0.024 0.021 0.08
C -5.475678 -3.236988 3.452886 0.054 0.036 -0.054 -0.06
C 0.083270 0.437464 5.907819 0.050 0.102 0.031 -0.22
H -1.852583 2.171265 5.223789 0.011 -0.034 0.029 0.09
H 0.688039 -7.205935 4.533439 0.010 -0.010 0.037 0.12
H -5.308394 -3.453870 6.389682 -0.018 0.007 -0.015 0.11
C -6.255708 -1.430352 1.915940 0.040 0.030 -0.046 -0.02
H -3.654459 -0.331765 6.968394 -0.013 0.019 0.024 0.08
H -3.795162 -1.735006 -1.751473 -0.084 -0.035 0.012 0.08
C -2.111264 -2.965565 -2.324193 -0.019 0.025 -0.080 -0.11
N 1.762532 0.013496 -0.321546 0.033 -0.052 -0.067 -0.04
H -7.623165 0.592582 -0.432070 -0.012 0.004 -0.009 0.08
H -5.116803 -1.117443 6.354592 -0.030 0.009 -0.009 0.08
F -3.597939 1.421185 1.402434 0.077 0.201 -0.139 -0.27
H 0.496567 -3.119265 7.337599 0.007 0.006 0.006 0.07
H 3.776592 -0.807052 -2.810297 0.031 -0.031 -0.062 0.09
H -6.257297 1.201901 0.500784 0.021 0.046 0.005 0.07
H -1.982963 2.949477 3.631254 0.007 -0.087 0.101 0.07
H -2.297811 -3.723854 -1.562834 -0.007 -0.007 0.024 0.03
C 0.710514 1.198696 4.788049 -0.003 0.057 0.060 -0.22
H 0.341979 -4.694235 6.569706 0.022 -0.023 -0.035 0.07
C 2.980224 0.199101 5.367086 -0.002 -0.020 0.010 -0.03
C -7.078668 0.483283 0.505867 -0.005 0.012 -0.005 -0.04
H -1.213638 -6.771014 -0.930481 -0.003 -0.001 -0.002 0.08
As -2.764332 2.435870 0.274269 -0.198 0.004 -0.077 0.77
H 1.981290 -6.580876 0.517496 0.031 -0.003 -0.032 0.12
H -4.450952 -0.885945 -3.865993 -0.035 -0.019 -0.007 0.11
C -5.501132 -3.796374 -1.556711 0.084 0.035 0.017 -0.04
H 3.105415 2.794278 0.978549 0.003 0.004 -0.020 0.07
C 0.524372 2.780181 2.991155 0.036 0.042 -0.066 -0.01
H 3.066599 0.281141 1.309574 -0.002 -0.018 0.062 0.07
C -5.634346 -2.930584 -0.328343 0.000 0.017 -0.019 -0.21
C -0.844084 -6.676517 3.141040 0.002 -0.069 0.012 -0.28
H 1.750302 3.921754 0.983759 -0.008 0.020 -0.005 0.08
C 1.967190 -0.350783 -1.626776 0.067 0.065 -0.018 -0.34
H -1.612881 -6.267766 5.098677 0.017 -0.022 -0.013 0.04
C 2.091938 1.122493 4.575634 0.005 0.054 0.016 -0.27
H -4.140556 0.859740 -5.604134 -0.018 -0.008 -0.039 0.10
H -6.395058 -4.415187 -1.671124 0.007 -0.037 0.014 0.09
C -2.728511 -1.625802 -1.931031 -0.037 -0.028 -0.060 -0.21
F -1.257644 1.449148 0.593399 -0.155 0.057 0.051 -0.31
H 3.530190 -0.455136 4.689171 0.023 -0.012 -0.018 0.08
H 1.025517 -0.572686 -3.557329 -0.031 0.056 0.030 0.13
C 2.930120 -7.132160 2.994283 0.002 0.003 0.001 -0.05
C 1.504271 -6.892377 2.582522 -0.015 -0.011 0.004 -0.26
H -6.510823 -0.858483 2.800521 -0.012 0.032 0.043 0.12
S -2.799571 -1.297785 2.747085 -0.087 -0.179 -0.005 0.33
C -1.125370 -6.312273 1.824815 0.017 -0.031 -0.028 -0.18
H -6.281451 -5.699075 0.584623 -0.030 0.011 -0.006 0.12
C -6.259175 -1.695881 -0.446727 0.016 0.026 0.024 -0.01
H 2.417539 -0.430876 6.052283 0.001 -0.009 0.007 0.07
H -0.340526 3.088067 -4.130733 -0.003 0.003 0.023 0.11
C 3.969191 -0.288608 -0.652535 0.005 0.010 -0.035 -0.10
H -6.353130 -3.846191 3.691028 -0.010 -0.032 0.014 0.09
C 1.191748 -6.597932 1.259891 -0.021 0.002 0.017 0.00
C -2.070349 -2.580847 6.813075 0.076 -0.033 -0.007 -0.17
H 3.721834 1.781160 3.363320 0.044 0.005 -0.001 0.12
C 0.987545 1.788305 -5.196350 -0.030 0.016 -0.012 -0.09
S -0.882692 -3.715085 3.858990 0.053 0.078 -0.028 0.39
H -5.402616 -2.441032 4.187967 0.007 0.054 0.062 0.05
H 1.780499 2.534811 -5.238474 0.043 0.029 -0.004 0.07
H -3.775553 -0.751374 5.266183 -0.019 -0.002 0.004 0.04
H 5.025586 -0.332300 -0.449595 0.072 0.002 0.009 0.08
C -5.625134 -2.658029 2.072687 -0.010 0.033 0.056 -0.26
F -2.293564 3.479521 1.574234 0.008 0.009 -0.243 -0.24
H 1.454934 0.807723 -5.110396 0.025 -0.026 -0.003 0.06
C -2.179294 1.379692 -4.912829 -0.065 -0.053 0.000 -0.05
H 3.709781 0.765767 5.949641 0.018 -0.005 0.023 0.08
H -0.049165 0.707527 9.291560 -0.003 0.013 0.019 0.10
C 2.513202 3.460034 1.608791 0.028 0.002 -0.019 -0.04
H 0.467406 -6.281757 -1.201856 0.021 -0.005 -0.018 0.08
C -0.416730 -6.106151 -0.591189 -0.015 0.081 -0.022 -0.03
C -5.224536 -3.366713 0.938251 -0.054 -0.026 -0.040 -0.14
H -1.396274 -1.352395 8.986026 -0.006 -0.012 0.025 0.12
H 3.176927 4.243770 1.980179 0.006 0.025 0.000 0.08
H -4.596999 -3.870978 3.561381 0.037 0.021 0.007 0.07
C -4.630477 -6.033400 6.837647 0.001 -0.001 0.005 -0.05
H -5.087305 -6.157090 5.854119 -0.013 -0.011 -0.027 0.08
C 0.848783 -0.377649 -2.498079 -0.001 -0.010 -0.111 -0.09
H -5.438920 -5.938896 7.564798 -0.016 -0.003 0.010 0.08
H -6.528514 -1.336384 -1.434180 0.001 0.020 -0.030 0.12
H 0.103075 -4.539672 8.311026 0.013 -0.007 0.007 0.08
H 3.432389 -7.807295 2.300352 0.017 -0.011 -0.010 0.07
C -1.211502 -1.363014 6.861247 -0.079 0.045 0.133 -0.22
H -5.243037 -7.943781 0.648252 -0.016 -0.029 -0.011 0.10
H -2.292977 -1.295333 -0.987415 -0.100 0.000 -0.041 0.05
Ge -0.882911 -1.485293 3.922854 -0.143 -0.044 0.017 0.09
C -0.066776 -4.049555 7.350205 0.009 0.017 0.026 -0.03
C -3.438722 -2.437466 6.560328 -0.074 0.010 -0.008 -0.20
C -0.683873 -0.724802 5.732685 0.040 0.042 -0.196 -0.18
```
Forces are in eV/Å.

Values from the calculation:
**Kohn-Sham gap (alpha / beta)**: 7.506 / 6.389 eV
**E_HOMO (alpha / beta)**: -5.24 / -5.40 eV
**Relative energy (zero: lowest compared OMol25 entry of this formula, charge and spin)**: 0.0458 eV
**2S+1**: 2
**Calculated total energy**: -351348.1078 eV
**Charge**: -1

=====

No. 3
C4H10N3 | the ωB97M-V functional and the def2-TZVPD basis

Geometry as XYZ:
```
17
Properties=species:S:1:pos:R:3:forces:R:3:lowdin_charge:R:1
C 1.175187 0.978952 0.160792 1.158 3.286 1.909 -0.01
H 0.084996 -1.025351 -1.410789 -0.242 0.636 0.629 0.10
H -2.176152 0.564875 -0.396539 -3.274 0.559 0.155 0.11
N 1.090403 -2.603183 -0.199624 0.581 1.443 0.457 0.04
H -1.859021 3.189275 2.293706 -1.065 0.879 2.240 0.11
C -0.285377 1.039351 0.277292 -1.769 1.173 -0.037 -0.24
N -1.528992 2.881062 1.448855 -0.143 0.737 -1.524 0.35
H 1.488344 -3.354345 -0.696046 0.734 -1.019 -0.809 0.02
H 1.405973 -0.022860 -0.002503 1.160 -1.435 -0.452 0.03
H 1.650285 -2.487148 0.642012 0.073 0.025 -0.164 0.05
N -0.856960 -0.610733 -1.335898 2.275 1.131 1.504 0.19
H 0.221230 -2.936101 0.122263 -1.349 -0.486 0.483 0.01
H 1.689674 1.421662 1.080622 -0.810 -1.296 -0.665 0.13
H -1.453833 -1.133052 -1.871119 -2.454 -0.995 -1.233 0.09
C -1.196405 0.338106 -0.459742 3.249 -2.837 -2.286 -0.07
C -1.024151 2.022444 0.877988 2.180 -0.944 0.471 -0.03
H 1.574799 1.737048 -0.531271 -0.306 -0.858 -0.680 0.11
```
Forces are in eV/Å.

Values from the calculation:
**Kohn-Sham gap**: 9.700 eV
**E_HOMO**: -13.39 eV
**Relative energy (zero: lowest compared OMol25 entry of this formula, charge and spin)**: 2.0191 eV
**Calculated total energy**: -8772.5800 eV
**Charge**: +1

=====

Q: Which of these has the highest calculated total energy?
A: C4H10N3